No. 1
Below is the molecule C4H4S, with properties calculated with ωB97M-V/def2-TZVPD.

Computed properties:
Largest force on an atom in eV/A: 3.013
Structure (SMILES): S=CC1C=C1
E_HOMO in eV: -8.543

Structure (ORCA input):
```
! wB97M-V def2-TZVPD RIJCOSX def2/J DEFGRID3
* xyz 0 1
S 2.8439 -0.0533 0.0575
C 1.3035 -0.0200 -0.4637
C 0.0317 0.0541 0.5035
C -1.3098 -0.5393 -0.0216
C -1.2234 0.7294 0.1803
H 1.0816 -0.2182 -1.4754
H 0.4555 -0.0348 1.5325
H -1.4088 -1.5778 -0.3764
H -1.7743 1.6598 0.0634
*
```

=====

No. 2
Below is the molecule C4H4S, with properties calculated with ωB97M-V/def2-TZVPD.

Computed properties:
Largest force on an atom in eV/A: 6.037
E_HOMO in eV: -8.523

Structure (ORCA input):
```
! wB97M-V def2-TZVPD RIJCOSX def2/J DEFGRID3
* xyz 0 1
C -0.6346 -0.3479 -0.6261
C -0.3593 -1.0802 0.6448
C 0.2181 1.9248 0.3114
C 0.6652 -0.7186 -0.1640
S -1.0626 1.4078 -0.6562
H -1.2586 -0.7799 -1.3114
H -0.6522 -1.0015 1.6554
H 0.2900 2.9984 0.4561
H 1.6353 -0.7388 -0.3707
*
```

=====

No. 3
Below is the molecule C4H4S, with properties calculated with ωB97M-V/def2-TZVPD.

Computed properties:
Largest force on an atom in eV/A: 4.885
Structure (SMILES): CC#CC=S
E_HOMO in eV: -8.802

Structure (ORCA input):
```
! wB97M-V def2-TZVPD RIJCOSX def2/J DEFGRID3
* xyz 0 1
C 1.8592 -0.2036 -0.1094
C 0.2728 -0.5212 0.1078
C -0.9378 -0.3629 0.0318
C -2.1308 0.3367 0.0164
S -3.6880 -0.3900 -0.0548
H 2.1335 0.7231 -0.9324
H 2.5391 -1.2245 -0.2074
H 2.1078 0.1362 0.9362
H -2.1558 1.5061 0.2119
*
```

=====

No. 4
Below is the molecule C4H4S2, with properties calculated with ωB97M-V/def2-TZVPD.

Computed properties:
Largest force on an atom in eV/A: 5.025
Structure (SMILES): C#C[C@H](S)C=S
E_HOMO in eV: -8.889

Structure (ORCA input):
```
! wB97M-V def2-TZVPD RIJCOSX def2/J DEFGRID3
* xyz 0 1
C -0.2553 0.2487 -2.3108
C 0.1282 -0.0054 -1.2243
C 0.4888 -0.0006 0.1338
S 0.7827 -1.7444 0.6489
C -0.8399 0.5064 1.0078
S -0.8744 1.9037 1.7750
H -0.9475 0.3493 -3.0962
H 1.4833 0.5448 0.4534
H 1.6158 -1.6188 1.7246
H -1.5816 -0.1838 0.8879
*
```

=====

No. 5
Below is a 24-piece molecular cluster, C4H56NO25 overall, with properties calculated with ωB97M-V/def2-TZVPD.

Computed properties:
Largest force on an atom in eV/A: 2.776
E_HOMO in eV: -12.631

Structure (ORCA input):
```
! wB97M-V def2-TZVPD RIJCOSX def2/J DEFGRID3
* xyz 1 1
O 1.9250 3.2015 1.6197
C 0.6739 2.5267 1.9994
C -0.5934 3.2534 1.2553
N -0.8845 2.7343 -0.1484
C -0.8263 1.2265 -0.2677
C 0.5789 0.6589 0.4230
O 0.7475 1.0676 1.8284
H 2.6588 2.5105 1.7665
H 0.5345 2.7191 3.1656
H -1.5623 3.2849 1.9450
H -0.2792 4.3959 1.1090
H -0.1481 3.1438 -0.7713
H -1.8053 3.0782 -0.4997
H -1.7094 0.6612 0.2790
H -0.8005 0.9231 -1.4101
H 0.4465 -0.5273 0.4411
H 1.5133 0.8614 -0.2593
O 0.4225 -1.8164 2.9124
H 1.0720 -1.0973 2.9209
H -0.3530 -1.4367 3.3522
O -3.0501 -1.2005 0.5826
H -3.9501 -1.3433 0.2530
H -2.8120 -2.0478 0.9881
O 3.0723 5.1975 -0.0745
H 2.6732 4.4853 0.4475
H 3.2017 4.8020 -0.9497
O 1.1501 -0.0407 -2.5010
H 0.6944 -0.8926 -2.4264
H 0.5877 0.4741 -3.0991
O -0.9501 6.4870 1.3942
H -0.3006 7.2061 1.4027
H -1.7256 6.8668 1.8340
O 0.5815 0.8453 -5.0635
H 1.5068 1.0908 -5.2135
H 0.3828 0.2294 -5.7847
O -3.4591 -3.0271 2.4791
H -3.9883 -2.6039 3.1719
H -2.9343 -3.6876 2.9559
O -1.8937 -5.9237 2.6284
H -0.9683 -5.6782 2.4784
H -2.0923 -6.5397 1.9072
O -3.9615 1.2338 -0.6860
H -3.4411 0.5885 -0.1842
H -3.8984 2.0452 -0.1601
O 1.5444 3.2206 5.4111
H 1.9387 2.3369 5.3598
H 1.8940 3.6786 4.6321
O -3.7517 -6.2756 0.1045
H -4.0394 -5.7720 -0.6718
H -3.9343 -5.6829 0.8490
O 0.6272 -1.6276 -6.6269
H 0.2280 -2.3398 -6.1049
H 0.7566 -2.0230 -7.5021
O -1.5271 -8.3985 1.1979
H -2.4271 -8.5413 0.8684
H -1.2891 -9.2458 1.6034
O 4.0334 0.3740 -1.1865
H 3.1334 0.2312 -1.5160
H 4.2715 -0.4733 -0.7810
O -2.1063 -10.0428 -1.2159
H -1.4567 -9.3237 -1.2075
H -2.8817 -9.6630 -0.7761
O 4.0421 1.2130 -4.2291
H 3.8222 1.0882 -3.2936
H 4.5597 0.4256 -4.4550
O 4.4489 3.1024 4.8360
H 4.9693 2.4571 5.3378
H 4.5120 3.9138 5.3620
O 6.6622 2.5386 -5.5018
H 5.8235 2.1623 -5.1950
H 6.6820 3.4219 -5.1038
O -2.6013 8.6730 2.5391
H -1.9518 9.3921 2.5476
H -3.3768 9.0528 2.9789
O -2.9315 -4.3400 4.9862
H -3.1514 -4.4647 5.9217
H -2.4139 -5.1274 4.7603
O 0.4522 -3.5618 5.5494
H -0.0395 -3.0533 6.2117
H 0.4501 -2.9906 4.7667
O -0.3352 -1.6512 -9.4141
H -0.8269 -1.1428 -8.7517
H -0.3373 -1.0800 -10.1968
O -0.0783 3.3246 -3.0882
H 0.8471 3.5700 -3.2382
H -0.2770 2.7086 -3.8094
*
```

=====

No. 6
Below is C4H5AgLiO2 as an isolated structure, with properties calculated with ωB97M-V/def2-TZVPD.

Computed properties:
Largest force on an atom in eV/A: 2.389
E_HOMO (spin up / spin down) in eV: -9.834 / -9.832

Structure (ORCA input):
```
! wB97M-V def2-TZVPD RIJCOSX def2/J DEFGRID3
* xyz 1 1
H 3.9258 -0.6798 0.9822
C 1.1373 0.6287 0.0077
C 0.4026 -0.6425 -0.1871
C -0.9197 -0.8346 -0.0252
C -1.9052 0.2244 0.2228
O -3.1034 -0.0165 0.1861
Li -4.7779 0.7877 0.3300
H 0.5909 1.4758 0.4643
H 1.0146 -1.4589 -0.5801
H -1.3421 -1.8292 -0.1870
H -1.5604 1.2653 0.3552
O 2.1617 0.8503 -0.6276
Ag 4.3758 0.2292 -0.9413
*
```

=====

No. 7
Below is C4H5AgLiO5 as an isolated structure, with properties calculated with ωB97M-V/def2-TZVPD.

Computed properties:
Largest force on an atom in eV/A: 5.715
E_HOMO (spin up / spin down) in eV: -15.914 / -17.109

Structure (ORCA input):
```
! wB97M-V def2-TZVPD RIJCOSX def2/J DEFGRID3
* xyz 2 2
O -0.4248 0.1065 4.7848
C 0.5024 -0.6284 4.4086
O 1.0363 -1.5170 5.0613
O 0.7649 -0.5023 3.0153
C 1.1951 -1.3569 0.8475
C 1.0139 -1.5921 2.2885
Li 0.1723 -1.3360 6.7918
H 1.3787 -2.2734 0.2776
H 0.2276 -1.0061 0.4565
H 2.3075 -1.6219 1.7105
H 0.4179 -2.4700 2.5642
Ag -1.4416 1.8460 3.7701
O 2.1682 0.1939 -0.0740
C 2.7906 0.2095 -1.1136
O 3.2455 1.2509 -1.6908
H 3.7279 1.0574 -2.5127
*
```

=====

No. 8
Below is C4H5AlF2LiO2 as an isolated structure, with properties calculated with ωB97M-V/def2-TZVPD.

Computed properties:
Largest force on an atom in eV/A: 2.030
E_HOMO (spin up / spin down) in eV: -6.571 / -6.541

Structure (ORCA input):
```
! wB97M-V def2-TZVPD RIJCOSX def2/J DEFGRID3
* xyz 0 2
O 1.6823 -2.3330 -1.9597
C 0.9720 -1.4351 -2.7662
C 0.8004 -0.0862 -2.0704
Li 1.0220 -3.8168 -1.3290
H -0.0298 -1.8033 -3.0558
H 1.5227 -1.3096 -3.7285
F 0.4335 0.8057 -3.1707
C 2.3297 1.3844 -0.9312
C 3.5292 1.8280 -0.5555
O 2.1906 0.3152 -1.8062
H 1.3880 1.8905 -0.6974
F 3.1172 -1.1627 0.3558
H 4.4468 1.3013 -0.8229
H 3.5981 2.7544 0.0135
Al 3.1879 -1.3211 -1.3564
*
```

=====

No. 9
Below is C4H5BeO2 as an isolated structure, with properties calculated with ωB97M-V/def2-TZVPD.

Computed properties:
Largest force on an atom in eV/A: 1.753
E_HOMO (spin up / spin down) in eV: -6.287 / -9.687

Structure (ORCA input):
```
! wB97M-V def2-TZVPD RIJCOSX def2/J DEFGRID3
* xyz 0 2
H 2.2015 -2.5026 0.0777
O 1.6352 -2.0421 -0.5490
Be -0.3251 -1.8889 -0.8408
O -1.6973 1.9999 1.6240
C -1.6089 1.1295 0.7871
C -0.5129 1.0271 -0.2360
C 0.0048 -0.3731 -0.3603
C 1.2602 -0.6958 -0.1184
H -2.3996 0.3485 0.7008
H 0.2625 1.7794 -0.0141
H -0.9860 1.3459 -1.1852
H 2.1658 -0.1277 0.1143
*
```

=====

No. 10
Below is C4H5Br as an isolated structure, with properties calculated with ωB97M-V/def2-TZVPD.

Computed properties:
Largest force on an atom in eV/A: 5.678
E_HOMO in eV: -8.451

Structure (ORCA input):
```
! wB97M-V def2-TZVPD RIJCOSX def2/J DEFGRID3
* xyz 0 1
C 0.0023 -0.0744 -0.1487
C 1.0085 0.5450 -0.6876
C -0.3650 1.2929 0.4121
C -0.5283 -1.4368 0.2612
Br 2.2943 0.7719 -1.9726
H -0.8258 2.0088 -0.1332
H 0.0236 1.7247 1.2195
H -1.4355 -1.4578 -0.2601
H -0.5214 -1.3316 1.3166
H 0.3475 -2.0428 -0.0073
*
```